Here is a molecular structure, C49H49AsBN10OPtSSe at a distorted geometry from OMol25. Energies are from ωB97M-V with the def2-TZVPD basis set.

Calculated values
* ⟨S²⟩: 0.758
* total energy: -209485.9355 eV
* multiplicity: 2
* total charge: +2
* frontier orbital gap (alpha / beta): 4.64 / 4.63 eV

The geometry in XYZ format:
```
114
C49H49AsBN10OPtSSe ωB97M-V with the def2-TZVPD basis set
Pt -1.24 -0.77 -0.88
C -0.81 -4.05 -3.48
C -1.00 -2.70 -3.25
N -1.00 -2.47 -1.94
N -0.82 -3.64 -1.31
C -0.70 -4.61 -2.22
B -0.87 -3.81 0.24
N 0.23 -2.92 0.83
C 1.30 -3.16 1.60
C 1.95 -1.97 1.84
C 1.19 -1.02 1.17
N 0.13 -1.59 0.60
N -2.21 -3.23 0.75
C -3.03 -3.68 1.71
C -4.05 -2.76 1.89
C -3.75 -1.74 0.99
N -2.64 -2.03 0.30
N -0.73 -5.27 0.57
C -1.67 -6.26 0.50
C -1.02 -7.46 0.55
C 0.34 -7.11 0.63
N 0.51 -5.81 0.62
H -0.77 -4.56 -4.43
H -1.14 -1.90 -3.96
H -0.55 -5.63 -1.92
H 1.54 -4.17 1.87
H 2.86 -1.82 2.39
H 1.39 0.02 0.99
H -2.85 -4.61 2.21
H -4.89 -2.82 2.56
H -4.30 -0.84 0.80
H -2.72 -6.04 0.38
H -1.46 -8.44 0.53
H 1.20 -7.77 0.70
C 4.61 3.72 -0.38
C 3.25 3.26 0.05
C 2.12 3.53 -0.72
C 0.85 3.13 -0.34
C -0.33 3.63 -1.12
C 0.74 2.39 0.85
As -0.95 1.73 1.45
N -1.87 1.07 0.04
C -3.18 1.44 -0.21
C -3.65 2.73 0.12
C -4.93 3.11 -0.19
C -5.79 2.23 -0.85
C -5.34 0.96 -1.22
C -4.05 0.58 -0.92
C -1.90 2.85 2.69
C -3.07 2.28 3.24
C -3.57 0.91 2.91
C -3.83 3.06 4.10
C -3.47 4.35 4.43
C -4.31 5.18 5.36
C -2.29 4.86 3.91
C -1.47 4.14 3.06
C -0.19 4.80 2.61
C 1.83 2.18 1.70
C 1.72 1.57 3.08
C 3.08 2.61 1.28
H 4.61 4.02 -1.43
H 5.35 2.93 -0.24
H 4.93 4.57 0.22
H 2.24 4.09 -1.63
H -0.01 4.33 -1.89
H -1.02 4.17 -0.47
H -0.89 2.84 -1.60
H -2.99 3.45 0.58
H -5.27 4.11 0.05
H -6.79 2.53 -1.10
H -5.99 0.29 -1.76
H -3.71 -0.40 -1.25
H -2.79 0.22 2.58
H -4.33 0.96 2.12
H -4.04 0.46 3.78
H -4.74 2.63 4.52
H -5.23 4.68 5.63
H -4.55 6.14 4.91
H -3.75 5.39 6.28
H -1.98 5.86 4.19
H -0.07 5.75 3.14
H -0.17 5.02 1.55
H 0.69 4.20 2.84
H 0.71 1.23 3.32
H 1.99 2.32 3.83
H 2.39 0.73 3.20
H 3.94 2.45 1.92
O 1.63 -1.00 -2.00
S 3.04 -1.26 -1.55
C 4.06 -0.04 -2.36
C 3.65 0.53 -3.55
C 4.47 1.47 -4.16
C 5.69 1.81 -3.58
C 6.09 1.23 -2.39
C 5.26 0.30 -1.76
C 3.58 -2.71 -2.45
C 2.84 -3.17 -3.52
C 3.27 -4.30 -4.20
C 4.42 -4.95 -3.80
C 5.16 -4.49 -2.72
C 4.73 -3.36 -2.03
H 2.70 0.25 -3.98
H 4.17 1.92 -5.09
H 6.34 2.52 -4.07
H 7.04 1.49 -1.94
H 5.56 -0.15 -0.82
H 1.94 -2.64 -3.81
H 2.70 -4.67 -5.05
H 4.76 -5.83 -4.34
H 6.05 -5.00 -2.41
H 5.29 -3.00 -1.17
Se -0.51 0.51 -2.87
C -1.99 1.59 -3.15
N -2.88 2.30 -3.31
```

Atomic partial charges in e from the Mulliken method, atoms 1 to 4: 3.273, -1.466, -0.212, -0.939

Here is a molecular structure, C49H49AsN3O8PbS at a distorted geometry from OMol25. Energies are from ωB97M-V with the def2-TZVPD basis set.

Calculated values
* total energy: -149382.5764 eV
* total charge: -1
* frontier orbital gap: 7.66 eV

The geometry in XYZ format:
```
112
C49H49AsN3O8PbS ωB97M-V with the def2-TZVPD basis set
Pb 0.08 -1.53 -0.47
C -4.19 2.18 -1.09
C -4.06 1.79 -2.41
C -2.81 1.45 -2.85
C -1.64 1.47 -2.06
C -1.76 1.93 -0.74
C -3.06 2.26 -0.32
C -0.61 0.75 -2.92
C -0.01 1.36 -4.04
C 0.58 0.58 -5.00
C 0.49 -0.82 -4.91
C 1.06 -1.71 -5.85
C 0.92 -3.06 -5.69
C 0.17 -3.58 -4.61
C -0.39 -2.75 -3.69
C -0.20 -1.36 -3.79
N -0.69 -0.56 -2.81
H -5.15 2.43 -0.66
H -4.92 1.72 -3.07
H -2.71 1.11 -3.88
H -3.18 2.62 0.68
H -0.04 2.43 -4.17
H 1.08 1.03 -5.85
H 1.64 -1.30 -6.66
H 1.39 -3.74 -6.38
H 0.09 -4.65 -4.51
H -0.94 -3.14 -2.84
C 1.42 3.08 -1.76
C 1.41 4.27 -0.81
C 2.37 4.02 0.37
C 0.05 4.68 -0.28
C -0.25 6.04 -0.38
C -1.37 6.57 0.24
C -2.08 5.78 1.11
C -1.80 4.42 1.29
C -2.43 3.88 2.59
C -1.52 4.40 3.73
C -2.73 2.40 2.88
C -0.85 3.84 0.41
N -0.75 2.38 0.25
C -0.08 1.86 1.31
C 0.32 0.74 2.01
C 0.87 1.02 3.31
C 1.16 -0.17 3.88
C 0.83 -1.18 2.91
N 0.33 -0.63 1.81
C 1.17 -2.64 3.09
C 0.12 -3.57 2.48
C 1.30 -2.97 4.58
C 2.53 -2.86 2.41
H 2.36 3.02 -2.30
H 0.62 3.22 -2.48
H 1.30 2.13 -1.25
H 1.79 5.13 -1.36
H 2.20 3.03 0.80
H 2.27 4.78 1.14
H 3.40 4.03 0.00
H 0.40 6.69 -0.95
H -1.64 7.61 0.09
H -2.87 6.23 1.70
H -3.38 4.40 2.69
H -0.60 3.81 3.78
H -2.03 4.31 4.69
H -1.25 5.44 3.58
H -1.89 1.74 2.70
H -3.58 2.01 2.33
H -2.98 2.33 3.94
H 0.26 2.72 1.89
H 0.98 2.00 3.75
H 1.55 -0.34 4.87
H -0.85 -3.43 2.97
H 0.44 -4.61 2.61
H -0.01 -3.40 1.42
H 0.40 -2.69 5.13
H 2.16 -2.48 5.03
H 1.44 -4.05 4.69
H 2.48 -2.58 1.36
H 2.81 -3.91 2.46
H 3.31 -2.26 2.88
O 3.39 -5.17 -0.13
As 2.82 -3.91 -1.35
O 2.73 -4.78 -2.73
O 1.41 -3.50 -0.56
C 4.52 -2.95 -1.23
C 5.66 -3.74 -1.23
C 6.91 -3.15 -1.32
C 7.03 -1.77 -1.41
C 5.90 -0.97 -1.43
C 4.65 -1.57 -1.34
S 3.15 -0.67 -1.67
O 2.48 -0.38 -0.40
O 3.52 0.52 -2.41
O 2.43 -1.66 -2.46
H 2.62 -5.74 -0.04
H 5.54 -4.81 -1.18
H 7.80 -3.77 -1.34
H 8.01 -1.30 -1.49
H 5.96 0.10 -1.55
O -2.46 -0.67 0.56
C -2.76 -1.87 0.48
O -2.06 -2.78 -0.06
C -4.06 -2.36 1.10
C -4.10 -2.68 2.45
C -5.25 -3.20 3.01
C -6.38 -3.40 2.23
C -6.35 -3.08 0.88
C -5.20 -2.56 0.32
H -3.22 -2.52 3.05
H -5.27 -3.46 4.07
H -7.28 -3.81 2.67
H -7.23 -3.24 0.27
H -5.17 -2.32 -0.74
```

Atomic partial charges in e from the Mulliken method, atoms 1 to 4: 2.282, -1.235, -1.040, -0.914